(1)
Formula: C4H10OS4
Source: the Open Molecules 2025 dataset
Level of theory: wB97M-V/def2-TZVPD

Summary:
Highest occupied orbital energy (alpha / beta) in Ha: -0.304 / -0.304
LUMO level (alpha / beta) in eV: -0.03 / -0.03
ΔE to the lowest compared entry with this formula, charge and spin in kJ/mol: 140.8

```
! wB97M-V def2-TZVPD RIJCOSX def2/J DEFGRID3
* xyz 0 1
C 2.602 0.373 -0.648
C 1.227 0.348 0.053
C 0.305 -0.512 -0.694
C -1.746 0.112 0.159
O 1.340 -0.157 1.346
S 0.340 -2.217 -0.489
S -2.124 -1.046 1.481
S -1.905 1.717 0.707
S -2.998 -0.304 -1.290
H 3.266 0.941 -0.125
H 2.887 -0.663 -0.682
H 2.592 0.918 -1.566
H 0.762 1.436 0.145
H 0.124 -0.310 -1.702
H 0.483 -0.040 1.764
H 1.081 -2.022 0.635
H -3.543 -1.211 1.380
H -0.643 2.178 0.462
H -4.052 0.460 -0.937
*
```

---

(2)
Formula: C30H46BIrN10S2
Source: the Open Molecules 2025 dataset
Level of theory: wB97M-V/def2-TZVPD

Summary:
Highest occupied orbital energy (alpha / beta) in Ha: -0.608 / -0.608
LUMO level (alpha / beta) in eV: -8.82 / -11.27
ΔE to the lowest compared entry with this formula, charge and spin in kJ/mol: 0.0

```
! wB97M-V def2-TZVPD RIJCOSX def2/J DEFGRID3
* xyz 3 2
Ir -0.295 -0.064 -0.002
C 1.597 4.347 -2.436
C 0.843 3.067 -2.352
C 0.080 2.423 -3.319
C -0.298 1.201 -2.770
N 0.123 1.174 -1.501
N 0.859 2.284 -1.254
B 1.774 2.220 -0.008
N 2.446 0.817 -0.011
N 1.737 -0.376 -0.009
C 2.637 -1.378 -0.011
C 3.915 -0.825 -0.020
C 3.762 0.545 -0.020
C 4.814 1.599 -0.026
C 2.396 -2.873 -0.002
C 3.039 -3.471 -1.262
C 3.061 -3.458 1.253
C 0.920 -3.260 0.015
N 0.874 2.280 1.247
N 0.136 1.173 1.500
C -0.282 1.207 2.771
C 0.106 2.429 3.315
C 0.867 3.067 2.343
C 1.627 4.343 2.420
C -0.948 0.026 3.404
C -2.465 0.242 3.485
C -0.578 -1.188 2.550
C -0.388 -0.188 4.817
C -0.955 0.007 -3.390
C -0.411 -0.207 -4.809
C -2.476 0.199 -3.453
C -0.546 -1.195 -2.536
H 1.267 4.911 -3.304
H 2.666 4.156 -2.547
H 1.458 4.960 -1.546
H -0.090 2.759 -4.328
H 2.565 3.102 -0.013
H 4.849 -1.360 -0.025
H 5.795 1.131 -0.023
H 4.739 2.240 0.853
H 4.739 2.229 -0.912
H 4.106 -3.260 -1.301
H 2.583 -3.071 -2.170
H 2.916 -4.555 -1.262
H 4.126 -3.235 1.278
H 2.951 -4.544 1.258
H 2.612 -3.060 2.165
H 0.399 -2.914 -0.880
H 0.415 -2.881 0.907
H 0.878 -4.354 0.035
H -0.059 2.769 4.323
H 1.302 4.912 3.287
H 1.490 4.954 1.529
H 2.695 4.148 2.529
H -2.902 0.407 2.497
H -2.700 1.105 4.107
H -2.944 -0.630 3.933
H -1.113 -1.171 1.583
H -0.854 -2.131 3.023
H 0.507 -1.223 2.399
H -0.560 0.680 5.452
H 0.684 -0.389 4.795
H -0.887 -1.039 5.282
H -0.607 0.654 -5.446
H -0.903 -1.069 -5.262
H 0.664 -0.390 -4.800
H -2.731 1.054 -4.078
H -2.903 0.364 -2.462
H -2.948 -0.684 -3.889
H 0.542 -1.222 -2.428
H -0.839 -2.146 -2.984
H -1.046 -1.171 -1.544
N -2.387 -4.811 -0.030
C -3.139 -3.732 -0.027
N -2.699 -2.479 -0.017
C -3.737 -1.622 -0.014
C -5.016 -2.236 -0.026
S -4.898 -3.904 -0.038
C -3.608 -0.186 0.004
C -4.755 0.564 0.007
S -4.440 2.221 0.025
C -2.735 1.875 0.032
N -2.411 0.581 0.018
N -1.910 2.907 0.055
H -1.379 -4.733 -0.016
H -2.790 -5.737 -0.033
H -5.979 -1.751 -0.027
H -5.771 0.206 0.000
H -2.272 3.848 0.075
H -0.908 2.787 0.051
*
```

---

(3)
Formula: C5H12O2
Source: the Open Molecules 2025 dataset
Level of theory: wB97M-V/def2-TZVPD

Summary:
Highest occupied orbital energy in Ha: -0.335
LUMO level in eV: 0.47
ΔE to the lowest compared entry with this formula, charge and spin in kJ/mol: 301.4

```
! wB97M-V def2-TZVPD RIJCOSX def2/J DEFGRID3
* xyz 0 1
C 0.501 -2.677 0.123
C -0.339 -1.713 -0.444
C 0.053 -0.561 -1.315
C -0.669 0.514 -1.471
C -0.191 1.832 -2.001
H 0.268 -3.711 0.447
H 1.578 -2.404 0.130
H -1.436 -1.907 -0.447
H 1.157 -0.648 -1.432
H -1.707 0.600 -1.006
H 0.682 1.749 -2.573
H -0.800 1.926 -2.869
H -0.414 2.683 -1.314
H 0.112 1.411 1.783
H -1.225 2.053 1.567
O -0.385 2.354 1.843
H 0.342 -0.791 2.745
H 0.760 -0.847 1.294
O 0.954 -0.414 2.198
*
```

---

(4)
Formula: C5H6O2
Source: the Open Molecules 2025 dataset
Level of theory: wB97M-V/def2-TZVPD

Summary:
Highest occupied orbital energy (alpha / beta) in Ha: -0.271 / -0.270
LUMO level (alpha / beta) in eV: 0.61 / 0.62
ΔE to the lowest compared entry with this formula, charge and spin in kJ/mol: 450.7

```
! wB97M-V def2-TZVPD RIJCOSX def2/J DEFGRID3
* xyz 0 1
C 0.353 0.564 1.349
O 0.393 -0.752 1.387
C -0.090 -1.479 0.406
C -0.606 -0.669 -0.722
O -1.482 0.363 -0.168
C -0.274 1.126 0.106
C 0.481 0.394 -1.006
H 1.477 0.173 -0.603
H 0.662 1.059 2.254
H 0.116 -2.537 0.438
H -1.111 -1.228 -1.513
H -0.436 2.205 0.092
H 0.517 0.782 -2.020
*
```

---

(5)
Formula: C13H17N3O5
Source: the Open Molecules 2025 dataset
Level of theory: wB97M-V/def2-TZVPD

Summary:
Highest occupied orbital energy in Ha: -0.321
LUMO level in eV: 0.41
ΔE to the lowest compared entry with this formula, charge and spin in kJ/mol: 354.1

```
! wB97M-V def2-TZVPD RIJCOSX def2/J DEFGRID3
* xyz 0 1
C 0.342 -1.192 2.065
C -0.529 -0.003 2.053
C 0.111 -2.389 1.005
C -0.794 -2.184 -0.203
C 1.213 1.410 0.647
C 2.136 2.055 1.705
C 0.999 2.284 -0.575
C 0.166 1.517 -1.581
C -1.177 1.810 -1.758
C 0.661 0.351 -2.227
C -1.968 0.970 -2.469
C -0.098 -0.443 -3.087
C -1.477 -0.095 -3.188
H 1.101 -2.094 3.997
H -0.569 -2.318 3.531
H 1.353 -0.752 1.948
H 1.168 -2.613 0.805
H -0.194 -3.273 1.590
H -2.201 -1.241 -1.211
H -1.687 -0.585 0.463
H -0.672 1.763 1.360
H 1.764 0.468 0.299
H 1.975 2.749 -0.898
H 0.394 3.155 -0.246
H -1.589 2.517 -1.047
H 1.624 0.031 -2.114
H -2.988 0.993 -2.259
H 0.186 -1.412 -3.617
H -2.021 -1.850 -4.002
H 3.593 1.895 2.671
N 0.345 -1.965 3.386
N -1.769 -1.298 -0.260
N -0.035 1.030 1.238
O -1.675 0.218 2.482
O -0.389 -2.849 -1.151
O 1.648 2.727 2.572
O -2.381 -0.948 -3.750
O 3.435 1.559 1.828
*
```

---

(6)
Formula: C19H48BN5O9P2
Source: the Open Molecules 2025 dataset
Level of theory: wB97M-V/def2-TZVPD

Summary:
Highest occupied orbital energy in Ha: 0.035
LUMO level in eV: 3.28

```
! wB97M-V def2-TZVPD RIJCOSX def2/J DEFGRID3
* xyz -2 1
C 2.472 -4.371 -0.735
B 1.709 -3.260 -1.578
O 1.142 -3.722 -2.768
P 1.573 -1.359 -0.908
C -0.057 -0.976 -1.844
C 1.515 0.490 -0.084
O 1.920 0.527 1.105
O 1.033 1.443 -0.750
P 2.831 -0.416 -2.773
C 4.539 -0.907 -2.242
O 2.684 -1.391 -4.183
H 3.011 -5.070 -1.389
H 3.172 -3.955 -0.016
H 1.718 -4.972 -0.220
H 1.738 -4.320 -3.232
H 2.838 -1.601 -0.134
H 0.840 -1.904 0.319
H -0.075 0.049 -2.209
H -0.854 -1.107 -1.113
H -0.250 -1.640 -2.692
H 4.942 -1.745 -2.817
H 4.524 -1.172 -1.181
H 5.212 -0.065 -2.368
H 3.130 -2.236 -4.069
C -3.119 0.007 -0.646
O -3.282 -1.074 -0.114
N -3.991 0.514 -1.552
C -3.803 1.818 -2.146
C -5.129 -0.297 -1.922
H -2.271 0.676 -0.431
H -4.646 2.481 -1.926
H -3.695 1.749 -3.231
H -2.888 2.252 -1.746
H -5.718 -0.533 -1.033
H -4.819 -1.246 -2.363
H -5.742 0.255 -2.632
C -2.305 2.989 3.459
O -2.186 2.524 4.583
N -1.603 2.647 2.376
C -1.837 3.275 1.093
C -0.558 1.622 2.417
H -3.050 3.781 3.241
H -2.134 2.535 0.348
H -0.931 3.760 0.727
H -2.630 4.018 1.190
H -0.966 0.658 2.723
H 0.230 1.896 3.116
H -0.104 1.529 1.432
C 8.278 0.585 -1.136
O 7.635 -0.067 -1.926
N 8.030 1.893 -0.888
C 8.787 2.661 0.064
C 6.924 2.510 -1.610
H 9.100 0.171 -0.521
H 8.152 3.039 0.869
H 9.279 3.516 -0.409
H 9.554 2.024 0.504
H 5.985 1.996 -1.404
H 7.091 2.464 -2.686
H 6.843 3.548 -1.295
C -8.593 2.311 -0.960
O -7.702 2.752 -1.658
N -8.426 1.827 0.286
C -9.532 1.322 1.065
C -7.089 1.808 0.860
H -9.646 2.272 -1.296
H -9.655 1.888 1.992
H -9.387 0.272 1.325
H -10.449 1.410 0.484
H -6.676 2.816 0.909
H -6.411 1.206 0.255
H -7.139 1.389 1.861
C 2.978 -4.122 2.870
O 3.005 -5.310 2.557
N 1.873 -3.398 3.034
C 1.923 -1.988 3.386
C 0.589 -4.019 2.788
H 3.901 -3.539 3.021
H 1.390 -1.811 4.329
H 1.517 -1.369 2.585
H 2.963 -1.689 3.499
H 0.428 -4.863 3.466
H 0.532 -4.384 1.763
H -0.186 -3.271 2.934
*
```